1.
Computed, not measured: a structure of composition C36H49GeN2O9PTa, with the ωB97M-V functional and the def2-TZVPD basis.

Maximum force: 0.012 hartree/bohr
Frontier orbital gap: 7.00 eV
Relative energy (zero: lowest compared OMol25 entry of this formula, charge and spin): 0.0 kJ/mol
LUMO level: 2.349 eV
Highest occupied orbital energy: -4.654 eV

```
! RIJCOSX wB97M-V def2-TZVPD def2/J DEFGRID3
* xyz -1 1
Ta -1.11597 -0.20971 1.23522
O -5.22299 3.00974 4.78053
C -4.35896 2.28272 4.03065
C -4.17490 0.91984 4.22620
C -3.27513 0.26562 3.41050
N -2.57813 0.90982 2.49004
C -2.76927 2.20843 2.27755
C -3.65339 2.94464 3.02800
C -1.93096 2.73812 1.13220
O -1.99838 3.89976 0.78153
O -1.16900 1.82629 0.62890
C -2.98493 -1.21726 3.43710
O -3.53935 -1.94635 4.23828
O -2.13875 -1.55265 2.52813
H -5.65624 2.42811 5.41359
H -4.71548 0.35216 4.97394
H -3.79315 3.99773 2.82844
O -4.98332 -0.52329 -0.90458
C -3.85983 -0.68475 -0.45141
O -3.09435 0.17856 0.09999
C -3.21280 -2.05789 -0.53101
C -3.79791 -3.18630 -1.07526
C -3.07668 -4.37209 -1.06638
C -1.80861 -4.40173 -0.50263
C -1.31057 -3.22670 0.02638
N -1.99095 -2.09211 -0.01672
C 0.03499 -3.07087 0.69889
O 0.83174 -3.99239 0.71710
O 0.21251 -1.88976 1.18086
H -4.79561 -3.10729 -1.48422
H -3.50598 -5.27284 -1.48706
H -1.20439 -5.29732 -0.45439
C 0.39374 -2.21041 4.52013
Ge 1.33079 -0.69025 3.70032
C 2.95715 -1.36661 2.82056
C 1.99253 0.45838 5.18043
C 0.17935 0.39034 2.58194
H 1.04775 -2.69311 5.25183
H 0.11235 -2.94081 3.76127
H -0.51720 -1.88777 5.02748
H 3.48820 -2.03621 3.50366
H 3.62795 -0.54059 2.56526
H 2.70371 -1.92099 1.92020
H 2.79283 -0.04403 5.73171
H 1.19029 0.69701 5.88404
H 2.38754 1.39780 4.78380
H 0.15277 1.41636 2.96519
C 3.31081 -2.72042 -2.87775
C 3.82542 -1.99465 -1.62165
C 2.68488 -1.29281 -0.87257
C 1.66447 -0.73547 -1.86934
C 0.95253 -1.90366 -2.58185
C 1.85671 -3.14284 -2.68323
P 0.48447 0.44470 -1.06193
C 1.49151 2.00166 -0.77919
C 2.57523 2.35848 -1.83706
C 3.99675 2.17216 -1.30973
C 4.27386 3.10942 -0.12790
C 3.00658 3.32723 0.71506
C 2.07384 2.12177 0.63673
C -0.65710 1.04988 -2.39638
C -1.66413 0.02401 -2.92229
C -2.90209 0.76438 -3.45148
C -2.50544 2.09182 -4.12205
C -1.10399 1.97874 -4.71596
C -0.05257 1.78719 -3.60309
H 3.94305 -3.58171 -3.10424
H 3.37105 -2.05744 -3.74878
H 4.59740 -1.27009 -1.90193
H 4.29679 -2.71210 -0.94492
H 3.08242 -0.51046 -0.22635
H 2.19054 -1.99994 -0.20881
H 2.21950 -0.17467 -2.62781
H 0.65547 -1.58315 -3.58352
H 0.02792 -2.16610 -2.05937
H 1.52153 -3.77360 -3.51031
H 1.77097 -3.74074 -1.77161
H 0.70884 2.76469 -0.83944
H 2.44813 3.40959 -2.12008
H 2.45499 1.79831 -2.75776
H 4.71923 2.34650 -2.11134
H 4.13111 1.13341 -1.00223
H 4.64125 4.07104 -0.49831
H 5.07142 2.69009 0.49161
H 2.46409 4.20872 0.35504
H 3.27114 3.53458 1.75459
H 1.25480 2.21594 1.34069
H 2.61180 1.21408 0.93229
H -1.23462 1.77356 -1.80902
H -1.94471 -0.68219 -2.15146
H -1.20545 -0.55905 -3.72417
H -3.59562 0.94760 -2.62824
H -3.42686 0.12556 -4.16797
H -2.51538 2.90199 -3.38614
H -3.23403 2.36403 -4.88816
H -0.85241 2.85857 -5.31293
H -1.08165 1.12511 -5.40157
H 0.32160 2.76238 -3.28635
H 0.80098 1.23462 -4.00791
*
```



2.
Computed, not measured: an isolated molecule of C18H20ClN3O2, with the ωB97M-V functional and the def2-TZVPD basis.

Maximum force: 0.012 hartree/bohr
Frontier orbital gap: 8.44 eV
Relative energy (zero: lowest compared OMol25 entry of this formula, charge and spin): 11.8 kJ/mol
LUMO level: 0.223 eV
Highest occupied orbital energy: -8.216 eV
SMILES string: CN1CCN(C(=O)c2cccn(Cc3cccc(Cl)c3)c2=O)CC1

```
! RIJCOSX wB97M-V def2-TZVPD def2/J DEFGRID3
* xyz 0 1
C 5.46975 1.62222 0.14540
N 5.71985 0.31701 0.72344
C 4.78023 -0.04693 1.76020
C 3.33682 -0.20396 1.23394
N 3.38266 -0.70079 -0.12359
C 2.51833 -0.36948 -1.09993
O 2.66930 -0.70448 -2.26366
C 1.33458 0.46321 -0.70459
C 1.05992 1.60556 -1.39535
C -0.10111 2.35095 -1.11503
C -0.95544 1.87961 -0.16993
N -0.71082 0.73917 0.50805
C -1.69676 0.25820 1.46589
C -2.88228 -0.32822 0.74510
C -2.73476 -1.51581 0.03759
C -3.80314 -2.04426 -0.66314
C -5.02877 -1.39920 -0.66809
C -5.16925 -0.21706 0.03901
Cl -6.69233 0.60313 0.04509
C -4.10560 0.32561 0.74193
C 0.42079 -0.05461 0.28851
O 0.56463 -1.09224 0.91777
C 4.51590 -1.54797 -0.42175
C 5.82844 -0.75294 -0.26131
H 6.32484 1.89586 -0.47238
H 5.38542 2.34960 0.95216
H 4.56382 1.67626 -0.47286
H 5.12698 -0.98791 2.19437
H 4.80274 0.71378 2.54338
H 2.82695 0.76328 1.23972
H 2.76941 -0.89251 1.87101
H 1.74370 1.93723 -2.16292
H -0.31451 3.26409 -1.64319
H -1.87319 2.39083 0.08220
H -2.00074 1.08355 2.11393
H -1.19624 -0.51462 2.05744
H -1.78052 -2.02016 0.04394
H -3.68500 -2.96693 -1.21007
H -5.86609 -1.80701 -1.21175
H -4.24076 1.24659 1.28904
H 4.40023 -1.90771 -1.44465
H 4.49583 -2.40254 0.26248
H 6.62330 -1.43488 0.06199
H 6.12368 -0.31684 -1.21590
*
```



3.
Computed, not measured: a cluster of 2 separate species, CH2FN5 in total in a non-equilibrium geometry, with the ωB97M-V functional and the def2-TZVPD basis.

Maximum force: 0.064 hartree/bohr
Frontier orbital gap (spin up / spin down): 8.74 / 8.75 eV
Relative energy (zero: lowest compared OMol25 entry of this formula, charge and spin): 183.7 kJ/mol
LUMO level (spin up / spin down): -2.093 / -2.093 eV
Highest occupied orbital energy (spin up / spin down): -10.838 / -10.838 eV

```
! RIJCOSX wB97M-V def2-TZVPD def2/J DEFGRID3
* xyz 0 1
C -1.17974 1.99125 -1.40224
N -1.28186 3.10272 -1.60887
N -0.91171 0.76163 -1.05735
N 0.03019 0.47419 -0.31997
N 1.15727 -0.83358 1.32591
N 0.51998 -0.47926 0.19728
F -0.61959 -2.17204 0.12073
H 0.36089 -1.40532 1.77487
H 1.92458 -1.43960 0.96963
*
```



4.
Computed, not measured: a structure of composition C24H36BrIO19Si in a non-equilibrium geometry, with the ωB97M-V functional and the def2-TZVPD basis.

Maximum force: 0.101 hartree/bohr
Frontier orbital gap: 9.29 eV
Relative energy (zero: lowest compared OMol25 entry of this formula, charge and spin): 139.4 kJ/mol
LUMO level: -0.054 eV
Highest occupied orbital energy: -9.344 eV

```
! RIJCOSX wB97M-V def2-TZVPD def2/J DEFGRID3
* xyz 0 1
C -1.19250 -0.26334 -2.00824
C -0.42991 -0.16268 -3.38866
C 1.00640 0.53651 -3.27438
I 2.13543 -0.19258 -5.02930
Si 1.99388 -0.08634 -1.73569
Br 4.26885 0.05200 -2.01170
C 1.38219 0.65733 -0.08865
C 2.29388 2.02562 0.27292
C 1.38539 3.33559 0.68620
O 2.24727 2.45654 1.68785
H -1.19474 0.75710 -1.53532
H -2.27887 -0.48867 -2.24643
H -0.84597 -1.09465 -1.33446
H -1.06866 0.47584 -4.07805
H -0.35754 -1.17443 -3.89625
H 0.93098 1.66837 -3.31644
H 1.70555 -1.53762 -1.66716
H 1.50480 -0.01383 0.80363
H 0.36285 1.12263 -0.12719
H 3.25617 2.21909 -0.35181
H 1.99545 4.25164 0.94082
H 0.37669 3.12018 1.14412
C -5.23668 1.34372 -0.50231
C -6.43889 1.17090 -1.38510
O -5.90046 1.38020 -2.69271
C -4.57316 1.10529 -2.62727
O -3.84507 1.01657 -3.56925
O -4.16293 0.94151 -1.34691
H -5.27996 0.72266 0.38839
H -5.08150 2.37688 -0.20585
H -6.85898 0.16253 -1.33143
H -7.22509 1.89329 -1.16646
C 1.87719 1.94768 4.88205
C 3.15727 1.17762 4.74209
O 2.90405 0.00003 5.50386
C 1.55761 -0.16898 5.55126
O 1.01526 -1.14528 5.96729
O 0.90635 0.91900 5.06120
H 1.65173 2.54648 3.99943
H 1.87115 2.59614 5.76253
H 3.36300 0.89234 3.70693
H 4.01630 1.71937 5.13719
C -4.17539 -4.10006 -0.58563
C -3.84221 -2.69702 -1.00144
O -5.10484 -2.17962 -1.41209
C -6.06307 -2.90709 -0.78086
O -7.22208 -2.62784 -0.77404
O -5.53031 -3.99046 -0.15844
H -3.54031 -4.45828 0.22429
H -4.12276 -4.80748 -1.41728
H -3.46463 -2.09169 -0.17216
H -3.12322 -2.66303 -1.81958
C -2.67472 0.82113 4.07118
C -4.04993 0.31788 4.40386
O -4.89705 1.22182 3.69555
C -4.16505 1.74127 2.67636
O -4.60795 2.40388 1.78845
O -2.85475 1.41058 2.78999
H -1.93398 0.02299 4.02994
H -2.32895 1.58986 4.76700
H -4.22602 -0.69570 4.03348
H -4.25833 0.34432 5.47299
C 3.05417 -5.82840 -2.09115
C 3.44675 -4.43530 -2.48993
O 2.22939 -3.89419 -2.99121
C 1.21298 -4.59595 -2.42621
O 0.06196 -4.29200 -2.50217
O 1.67614 -5.68684 -1.76188
H 3.62228 -6.19487 -1.23632
H 3.14968 -6.54261 -2.91342
H 3.77794 -3.83272 -1.63937
H 4.22219 -4.42227 -3.25556
C 5.97491 3.06463 -1.55376
C 6.69350 3.10187 -0.23639
O 8.05895 3.20663 -0.62340
C 8.08542 3.74869 -1.87099
O 9.07317 4.12333 -2.41984
O 6.83820 3.80748 -2.40850
H 4.98736 3.52489 -1.50457
H 5.87369 2.04915 -1.94712
H 6.42721 3.97772 0.36219
H 6.52491 2.20302 0.35728
*
```